Record 1
Density functional theory data (wB97M-V/def2-TZVPD) for a molecular structure, C25H37Cl3N2O3Sb2Ti.

Geometry as XYZ:
```
73
Properties=species:S:1:pos:R:3:forces:R:3
Ti 0.19728 -1.00564 0.49307 -1.321 -0.916 -0.159
Cl 6.23920 -4.62209 0.99489 -0.072 0.062 0.006
C 4.88512 -3.55203 1.21856 0.137 -0.104 0.031
C 4.22234 -3.05096 0.11835 -0.121 0.100 -0.282
C 3.15143 -2.20426 0.33131 0.033 0.080 -0.186
Cl 2.34239 -1.46490 -1.04441 0.723 -0.242 -0.119
C 2.68050 -1.84467 1.59871 -0.452 0.214 -0.026
O 1.61600 -1.07450 1.77078 0.752 -0.512 0.257
C 3.40389 -2.36721 2.67320 0.111 -0.116 0.300
Cl 2.89287 -1.95930 4.27946 0.026 -0.035 -0.102
C 4.48992 -3.20768 2.49617 -0.029 0.035 0.250
H 4.53457 -3.31028 -0.88385 -0.020 0.034 0.019
H 5.01798 -3.59458 3.35764 -0.041 0.019 -0.034
C 3.78487 1.93572 0.51311 -0.014 -0.060 0.150
Sb 1.73400 1.73129 -0.05634 0.189 0.757 -0.479
C 2.23442 1.52861 -2.14606 -0.083 -0.056 0.014
C 1.38317 3.92547 -0.18567 -0.161 -0.016 -0.162
C 0.70514 4.36553 -1.45912 0.094 -0.061 0.158
C 1.49831 4.73258 -2.55023 0.042 -0.008 0.066
C 0.96092 5.01585 -3.79624 -0.062 -0.032 0.000
C -0.41383 4.94064 -3.97293 0.040 -0.003 0.067
C -1.22176 4.65050 -2.88279 -0.017 0.015 0.060
C -0.69580 4.39070 -1.61353 -0.026 0.025 0.083
C -1.63291 4.22211 -0.45169 0.065 -0.056 -0.144
Sb -1.69652 2.28458 0.59084 -0.171 0.045 -0.070
C -1.34733 1.06247 -1.19230 0.086 0.331 0.191
C -3.83251 2.08806 0.37689 -0.036 -0.004 0.056
H 4.29189 2.49904 -0.26958 0.039 -0.008 0.036
H 4.24378 0.95212 0.62007 -0.005 0.030 -0.014
H 3.86092 2.46660 1.46110 0.026 -0.018 -0.003
H 2.28513 2.51102 -2.60856 0.012 -0.062 -0.013
H 1.49039 0.93450 -2.68044 0.051 0.016 0.013
H 3.20303 1.03858 -2.21894 0.009 -0.029 -0.017
H 2.38693 4.35226 -0.11448 -0.098 0.019 -0.001
H 0.82447 4.19186 0.71317 0.024 0.052 -0.051
H 2.57423 4.79215 -2.40884 -0.058 -0.034 -0.024
H 1.61059 5.28120 -4.62226 -0.032 0.001 0.052
H -0.85646 5.13794 -4.94208 0.010 -0.001 0.045
H -2.30213 4.65428 -3.00207 0.090 -0.003 0.004
H -2.65235 4.47115 -0.75570 0.072 -0.011 0.000
H -1.35234 4.90752 0.35462 -0.023 0.018 -0.077
H -2.28557 0.82141 -1.68840 -0.045 -0.008 0.013
H -0.88781 0.10933 -0.91455 -0.237 0.076 -0.375
H -0.67972 1.56719 -1.89066 -0.048 0.008 -0.045
H -4.11486 2.30643 -0.65384 -0.025 -0.026 0.036
H -4.34331 2.78264 1.04687 0.031 -0.067 -0.043
H -4.12465 1.06702 0.63105 0.003 0.063 -0.013
C -1.32013 -0.43644 3.00443 -0.127 0.026 -0.422
O -1.03167 -0.23874 1.63820 -0.320 0.671 1.095
H -1.96083 -1.30651 3.16238 -0.044 -0.124 -0.006
H -1.83910 0.43614 3.40892 -0.022 0.141 -0.004
H -0.40179 -0.57896 3.57682 0.119 -0.020 0.040
C -1.78159 -2.45072 -1.95247 -0.109 -0.045 0.067
N -2.11235 -2.40705 -0.53302 0.153 -0.092 -0.187
C -3.45278 -2.93311 -0.30873 -0.021 0.145 0.005
C -3.76690 -3.04387 1.16112 -0.044 0.071 0.065
C -2.73151 -3.93972 1.79883 0.108 0.005 -0.009
N -1.41050 -3.38573 1.58312 0.042 -0.126 -0.357
C -0.33931 -4.01271 2.32838 -0.062 0.028 -0.041
C -1.07469 -2.75365 0.36828 1.079 0.891 0.760
O 0.15245 -2.83407 -0.12174 -0.356 -1.099 -0.348
H -2.53198 -1.87249 -2.49273 0.001 -0.010 -0.015
H -0.80680 -2.02367 -2.15596 0.110 0.052 -0.008
H -1.78077 -3.47555 -2.34267 0.006 -0.034 -0.011
H -3.54832 -3.92793 -0.77112 0.003 -0.032 -0.038
H -4.15651 -2.27195 -0.81408 -0.070 0.035 -0.049
H -4.76388 -3.46570 1.29438 -0.004 0.022 -0.002
H -3.74073 -2.05463 1.62732 0.002 -0.037 -0.016
H -2.82424 -4.96247 1.39456 -0.005 0.011 0.001
H -2.89051 -4.00364 2.87633 -0.006 -0.027 0.049
H 0.02745 -4.93311 1.86121 0.015 -0.028 -0.009
H -0.71971 -4.25051 3.32234 0.028 -0.016 -0.003
H 0.50087 -3.33350 2.45162 0.060 0.084 -0.026
```
Forces are in eV/Å.

Summary:
DFT total energy in a.u.: -4020.5537
2S+1: 1
LUMO (alpha / beta) in Ha: 0.0147 / 0.0147
HOMO energy (alpha / beta) in eV: -5.80 / -5.73
ΔE to the lowest compared entry with this formula, charge and spin in kcal per mole: 58.9
Molecular weight in g mol⁻¹: 811.33

=====

Record 2
Density functional theory data (wB97M-V/def2-TZVPD) for a single C10H10O2 molecule.

Geometry as XYZ:
```
22
Properties=species:S:1:pos:R:3:forces:R:3
C 3.71108 0.08668 0.13394 -2.815 -0.332 -0.322
C 2.98027 -1.16579 0.14832 2.226 1.163 -0.263
C 2.97625 1.26488 -0.06698 -1.164 -2.319 0.242
C 1.62936 -1.18779 -0.12668 -1.272 0.927 0.295
C 1.60034 1.29641 -0.23784 0.567 -3.510 0.738
C 0.86617 0.04635 -0.20222 1.028 0.564 -0.997
C -3.52668 -0.04194 -0.05658 1.485 0.342 2.562
C -2.40671 -1.13797 0.28784 -1.081 1.405 0.026
C -2.80946 1.20927 -0.06268 4.752 2.339 0.148
C -0.54436 -0.00024 -0.43798 -2.819 1.025 0.908
O -1.26332 -1.18187 -0.52597 1.058 1.483 -0.985
O -1.37445 1.10636 -0.14535 0.859 -0.813 -0.560
H 4.76106 0.23881 0.19724 0.737 -0.670 0.356
H 3.63925 -2.03780 0.33962 -1.068 0.226 -0.363
H 3.47177 2.15674 0.00821 1.262 2.230 -0.154
H 1.00581 -2.07434 -0.26917 0.672 -0.048 0.358
H 1.12120 2.19581 -0.35961 -1.221 1.893 -0.231
H -3.77692 -0.14974 -1.05354 -1.669 -1.068 -1.907
H -4.33233 0.17225 0.71747 0.477 -1.379 -1.184
H -2.02568 -0.98607 1.25829 -0.092 0.230 1.571
H -2.78686 -2.08882 0.18735 -1.163 -2.071 0.012
H -2.91580 2.27878 0.26633 -0.761 -1.617 -0.248
```
Forces are in eV/Å.

Summary:
DFT total energy in a.u.: -537.3581
2S+1: 1
LUMO (alpha / beta) in Ha: 0.0252 / 0.0065
HOMO energy (alpha / beta) in eV: -6.48 / -7.32
ΔE to the lowest compared entry with this formula, charge and spin in kcal per mole: 131.1
Molecular weight in g mol⁻¹: 162.19